(1)
The following is a quantum chemistry calculation of a structure of composition C30H33BiFN7O3Se, from OMol25.

Element x y z (Å)
Bi (-0.426, -3.214, 1.554)
C (-2.692, -4.836, -0.656)
N (-1.266, -4.784, -0.283)
C (-0.432, -4.598, -1.485)
C (-0.902, -6.034, 0.431)
C (-1.510, -6.064, 1.817)
C (-2.164, -7.197, 2.281)
C (-2.616, -7.251, 3.594)
C (-2.386, -6.184, 4.452)
C (-1.761, -5.036, 3.985)
C (-1.349, -4.950, 2.658)
H (-2.883, -5.719, -1.276)
H (-2.968, -3.955, -1.229)
H (-3.311, -4.898, 0.238)
H (-0.678, -5.337, -2.254)
H (0.622, -4.706, -1.225)
H (-0.586, -3.598, -1.892)
H (0.189, -6.050, 0.518)
H (-1.191, -6.912, -0.155)
H (-2.308, -8.046, 1.622)
H (-3.136, -8.132, 3.948)
H (-2.700, -6.244, 5.487)
H (-1.585, -4.208, 4.664)
C (1.587, 4.835, 2.431)
C (2.569, 3.707, 2.153)
N (1.920, 2.540, 1.527)
C (1.457, 1.561, 2.321)
C (0.810, 0.426, 1.912)
C (0.449, -0.508, 3.055)
O (0.981, -0.294, 4.125)
O (-0.454, -1.446, 2.886)
C (0.596, 0.226, 0.512)
O (0.059, -0.771, -0.001)
C (1.081, 1.321, -0.357)
C (0.888, 1.230, -1.737)
C (1.323, 2.224, -2.565)
F (1.156, 2.082, -3.897)
C (1.962, 3.370, -2.074)
C (2.152, 3.461, -0.710)
C (1.731, 2.448, 0.157)
N (2.423, 4.437, -2.895)
C (1.786, 4.683, -4.180)
C (2.052, 6.119, -4.591)
N (3.544, 6.325, -4.695)
C (4.225, 6.003, -3.389)
C (3.872, 4.584, -2.989)
H (2.115, 5.694, 2.845)
H (0.836, 4.517, 3.155)
H (1.074, 5.150, 1.520)
H (3.024, 3.357, 3.075)
H (3.382, 4.037, 1.512)
H (1.637, 1.681, 3.381)
H (0.414, 0.348, -2.149)
H (2.626, 4.353, -0.326)
H (0.712, 4.548, -4.104)
H (2.152, 4.006, -4.965)
H (1.689, 6.813, -3.836)
H (1.603, 6.355, -5.553)
H (3.752, 7.282, -4.979)
H (3.912, 5.712, -5.424)
H (3.854, 6.717, -2.658)
H (5.297, 6.130, -3.517)
H (4.336, 4.375, -2.029)
H (4.297, 3.878, -3.721)
Se (-4.672, -1.878, 4.228)
N (-5.394, -0.966, 2.918)
C (-4.600, -1.139, 1.877)
C (-4.794, -0.551, 0.599)
C (-3.851, -0.785, -0.348)
C (-2.727, -1.596, -0.056)
N (-2.509, -2.194, 1.092)
C (-3.433, -1.970, 2.103)
N (-3.299, -2.463, 3.307)
H (-5.663, 0.067, 0.409)
H (-3.938, -0.355, -1.336)
H (-1.962, -1.733, -0.809)

Results
Kohn-Sham gap: 7.26 eV
HOMO: -12.74 eV
net charge: +2
calculated total energy: -4487.4116 Ha
lowest unoccupied orbital energy: -5.48 eV
largest force on an atom: 0.59 eV/A

Atom charges from the Mulliken analysis, given in e for atoms 1 to 2: number 1, Bi, carries 1.436; number 2, C, carries -1.282



(2)
The following is a quantum chemistry calculation of a cluster of 8 separate species, C30H33Cl12F3O3 in total, from OMol25.

Element x y z (Å)
C (-1.746, -5.946, -1.427)
Cl (-0.571, -5.961, -2.776)
Cl (-1.011, -4.922, -0.168)
Cl (-3.288, -5.294, -1.981)
Cl (-1.982, -7.586, -0.798)
C (-3.454, 0.358, 3.988)
Cl (-4.558, 1.053, 2.774)
Cl (-2.729, -1.098, 3.363)
Cl (-2.221, 1.559, 4.363)
Cl (-4.354, -0.024, 5.493)
C (1.026, -0.925, -3.904)
Cl (1.917, -2.469, -3.826)
Cl (-0.583, -1.144, -3.207)
Cl (1.909, 0.348, -3.075)
Cl (0.820, -0.427, -5.610)
C (-6.472, 1.007, -1.417)
C (-5.018, 0.997, -1.849)
O (-4.607, 1.673, -2.761)
C (-4.056, 0.182, -1.041)
H (-7.101, 0.630, -2.224)
H (-6.788, 2.042, -1.273)
H (-6.610, 0.473, -0.480)
H (-3.065, 0.192, -1.488)
H (-4.354, -0.864, -0.894)
H (-3.950, 0.494, 0.004)
C (3.150, 5.702, -2.992)
C (1.941, 5.140, -2.280)
O (0.874, 5.046, -2.846)
C (2.041, 4.746, -0.833)
H (3.293, 6.748, -2.714)
H (3.162, 5.568, -4.067)
H (4.027, 5.204, -2.563)
H (2.998, 4.289, -0.590)
H (1.223, 4.130, -0.467)
H (1.866, 5.651, -0.238)
C (-2.817, 3.595, -0.235)
C (-2.403, 3.858, 1.184)
O (-1.269, 3.635, 1.544)
C (-3.433, 4.365, 2.179)
H (-3.892, 3.662, -0.382)
H (-2.476, 2.601, -0.532)
H (-2.272, 4.304, -0.862)
H (-3.514, 5.451, 2.120)
H (-3.006, 4.101, 3.145)
H (-4.410, 3.906, 2.058)
F (3.732, -0.073, 4.316)
C (3.050, -1.151, 3.898)
C (1.902, -0.913, 3.131)
C (1.102, -1.948, 2.706)
C (1.529, -3.264, 2.938)
C (2.638, -3.491, 3.717)
C (3.410, -2.442, 4.240)
H (1.665, 0.084, 2.776)
H (0.173, -1.705, 2.216)
H (0.840, -4.057, 2.672)
H (2.863, -4.545, 3.836)
H (4.325, -2.543, 4.810)
F (2.036, 1.264, -1.343)
C (1.033, 0.628, -0.715)
C (0.686, -0.634, -1.147)
C (-0.382, -1.281, -0.574)
C (-1.196, -0.568, 0.297)
C (-0.869, 0.708, 0.758)
C (0.286, 1.285, 0.262)
H (1.371, -1.009, -1.901)
H (-0.629, -2.306, -0.814)
H (-2.036, -1.140, 0.674)
H (-1.451, 1.229, 1.505)
H (0.504, 2.334, 0.425)
F (2.165, -4.862, -1.639)
C (3.197, -4.153, -1.160)
C (3.134, -3.451, 0.027)
C (4.182, -2.620, 0.422)
C (5.364, -2.616, -0.315)
C (5.437, -3.289, -1.536)
C (4.370, -4.101, -1.900)
H (2.308, -3.575, 0.717)
H (4.105, -2.157, 1.396)
H (6.187, -1.986, 0.001)
H (6.268, -3.174, -2.215)
H (4.459, -4.530, -2.894)

Results
Kohn-Sham gap: 8.79 eV
energy relative to the best compared isomer or geometry (same formula, charge and spin): 87.4 kcal per mole
HOMO: -8.87 eV
calculated total energy: -7210.3488 Ha
lowest unoccupied orbital energy: -0.08 eV
largest force on an atom: 7.19 eV/A

Atom charges from the Mulliken analysis, given in e for atoms 1 to 2: number 1, C, carries 0.207; number 2, Cl, carries -0.072